Record 1
ORCA calculation (ωB97M-V/def2-TZVPD) on a molecular structure, C26H32BrCl4N4O2SbSe4Si2Zr in a non-equilibrium geometry.

The geometry in XYZ format:
```
77
Properties=species:S:1:pos:R:3:forces:R:3
C 2.6044 2.5149 -0.0773 -0.08 -0.01 -0.05
C -2.8800 0.0517 -0.5274 -0.40 0.12 0.16
Cl -4.6899 1.8191 0.3533 0.00 0.00 -0.02
C 0.5482 -2.2784 -3.8179 0.02 0.01 0.03
C -4.2278 0.4040 -0.5368 0.00 0.01 0.03
H 2.9140 2.6868 -3.2356 0.00 0.02 0.01
C 1.6299 0.1087 -2.0962 -0.33 0.02 0.76
H -3.0312 1.6269 3.9927 0.00 0.01 0.01
C 0.0005 0.9767 -3.8701 0.03 0.02 -0.03
H 0.8686 -2.8734 -4.6800 -0.01 -0.04 0.02
Si 3.0250 1.1230 -1.2845 0.16 0.15 -0.20
C -2.4703 -1.1013 -1.2570 -0.28 -0.21 -0.11
H -0.8302 0.6809 3.2950 -0.04 -0.04 -0.07
C 3.7240 2.1636 -2.7174 0.05 -0.13 -0.05
H 3.5736 2.9601 0.1754 -0.01 0.00 0.04
H -3.7826 -3.6742 3.1836 -0.01 -0.01 0.00
H -1.3370 3.2281 -1.1015 -0.05 -0.05 0.01
Cl -6.8511 0.1308 -1.1952 0.00 0.00 -0.01
H 3.5178 -3.3375 -3.2681 0.01 0.00 0.01
C -0.9740 2.6166 -1.9188 0.01 0.12 0.11
Br -4.4126 4.1717 3.2760 -0.01 -0.01 -0.02
C -1.1612 1.6471 2.9307 0.03 0.01 0.02
C -0.4516 -4.4476 3.3005 0.01 -0.01 -0.01
H 2.8110 0.1481 -4.9892 0.00 -0.01 -0.01
H -0.6696 -5.4431 3.6824 0.01 -0.01 -0.01
C -1.7171 -2.6709 2.2742 0.14 0.03 -0.01
H -2.9203 -4.2545 4.6215 0.00 0.02 0.00
Zr -0.0215 -0.0124 -0.2497 0.65 -1.37 1.14
H 3.1346 -1.5484 -5.3869 0.02 -0.02 0.02
C 3.1372 -0.8108 -4.5786 -0.08 0.03 -0.03
H 0.0929 -3.8893 4.0619 -0.02 -0.02 0.04
C 4.4092 0.1166 -0.5445 0.02 0.00 -0.02
Se 5.2023 -2.3473 2.6421 -0.02 -0.01 -0.04
C -1.9168 4.0558 1.9142 0.00 -0.01 0.01
H 5.3565 0.6256 -0.7524 -0.01 0.02 0.04
H -3.1392 -5.3249 3.2231 0.01 0.00 0.00
H 2.4362 -3.5380 -1.8840 -0.01 0.01 0.00
N -1.7210 -3.8078 2.9464 -0.09 -0.07 -0.11
H -0.0171 3.9191 0.9215 -0.01 -0.01 -0.02
O -1.9867 0.7460 0.1530 0.65 -0.40 -0.76
O -1.1952 -1.4487 -1.2674 0.04 1.10 0.29
N -1.6622 -1.6834 1.6758 -0.15 0.03 0.08
Se 1.4666 -0.3405 1.9221 -0.27 -0.20 -1.03
H 0.1824 -4.5381 2.4214 0.01 0.04 0.00
Se 1.4735 -2.2537 0.4886 -0.35 0.98 -0.10
Si 2.0687 -1.4077 -3.1211 0.03 0.04 -0.15
H 3.8677 -2.5466 -1.7222 0.01 -0.02 -0.01
Sb 2.9960 -3.1575 3.1706 0.62 -0.35 0.80
C -2.9557 -4.2917 3.5279 0.02 0.03 0.05
C -1.5540 2.6645 -3.1511 0.05 0.06 -0.01
H 1.9946 3.2798 -0.5634 0.03 0.02 -0.02
C -4.7913 -1.4843 -1.9070 0.03 -0.05 -0.01
H -2.1909 5.0053 1.4774 0.00 0.01 0.01
Se 3.2296 -5.2832 4.3521 -0.13 -0.03 -0.12
H 4.4178 2.9147 -2.3282 0.00 0.00 0.00
C -0.7152 3.4400 1.6017 0.06 0.02 -0.01
C -3.4429 -1.8545 -1.9116 0.03 -0.01 -0.05
C -5.1859 -0.3511 -1.2184 0.02 0.05 0.00
H -1.4533 1.8391 -5.1505 0.00 -0.01 0.00
H 0.1548 -2.9551 -3.0576 -0.01 0.01 0.00
N -0.3340 2.2646 2.0912 -0.14 0.11 -0.12
H 4.1715 -0.6893 -4.2443 0.00 0.02 -0.01
H 4.2569 1.5617 -3.4562 -0.01 0.00 -0.01
Cl -2.9248 -3.2900 -2.7288 -0.01 0.03 -0.02
H 2.1223 2.2045 0.8475 0.00 -0.01 0.00
H 4.4888 -0.8962 -0.9301 0.00 0.02 -0.03
C 3.0716 -2.8243 -2.4072 0.01 0.02 0.00
C -2.7510 3.3936 2.7952 0.00 0.01 0.01
C 0.5797 0.9518 -2.5633 0.28 0.47 -0.38
C -2.3843 2.1736 3.3223 -0.01 0.00 0.01
C -1.0354 1.8159 -4.1507 0.02 -0.02 0.02
Cl -5.9558 -2.4359 -2.7698 0.00 0.00 0.02
H 4.3024 0.0190 0.5378 -0.04 -0.04 -0.01
H -0.2828 -1.6484 -4.1296 0.00 0.02 0.01
H 0.4339 0.3588 -4.6421 -0.05 -0.05 0.00
N 0.0639 1.8043 -1.6149 -0.44 -0.47 -0.08
H -2.3842 3.3292 -3.3412 -0.01 -0.01 0.00
```
Positions in Å, forces in eV/Å.

## Properties
Net charge   -2
Frontier orbital gap   0.17729 Eh

Mulliken atomic charge list, values in e, 4 entries: -0.99, -0.63, -0.19, -1.20

=====

Record 2
ORCA calculation (ωB97M-V/def2-TZVPD) on 3 unconnected molecules or ions with the total composition C26H32ClN2O8PS in a non-equilibrium geometry.

The geometry in XYZ format:
```
71
Properties=species:S:1:pos:R:3:forces:R:3
H 3.2823 -1.8870 -4.2803 0.00 0.01 0.00
N -1.2699 1.9369 -5.8403 0.36 0.10 0.21
C 1.3399 -0.2336 -3.9933 -0.15 -0.05 0.09
S -2.0425 -1.7931 -1.3949 -0.06 -0.04 -0.08
H 7.2455 2.3685 2.9274 0.02 -0.02 0.13
C -6.0667 3.4814 2.4784 -0.16 -0.06 0.53
H 1.1803 2.3456 -5.3067 0.14 0.04 0.19
H 2.1426 0.1368 -4.6212 0.04 -0.08 0.00
H 4.3417 -4.2236 4.9292 -0.12 -0.05 -0.03
H -0.3481 2.9664 -3.7935 0.31 0.04 0.14
C -5.8518 4.8290 1.8396 -0.19 0.12 -0.04
C -5.1778 0.4510 -0.2826 0.05 0.03 -0.11
O 4.4563 -4.0411 1.7189 0.04 -0.01 0.04
H -5.8180 2.3563 -1.0347 0.01 0.01 -0.02
C -0.9004 0.0748 -3.0978 0.14 -0.17 -0.16
H -7.2172 0.6589 0.2178 -0.19 -0.20 0.20
H 4.9172 1.7148 3.1873 0.02 0.01 0.02
C -5.0736 1.5735 -1.1055 -0.01 -0.21 0.03
H -6.4106 -0.7229 1.0057 -0.11 0.00 0.04
H -4.2692 -1.4117 0.2436 0.04 -0.04 -0.03
C -6.3058 0.3213 0.7143 0.25 0.26 -0.28
C -6.7936 5.8745 2.4488 0.14 -0.16 0.22
H 4.7117 -2.0660 -2.6089 0.02 0.15 0.09
C 3.7039 -3.4384 -1.3123 -0.12 0.19 -0.10
H 5.6536 -5.0393 4.0537 0.00 0.00 -0.03
O 7.3678 0.5988 4.0024 0.02 0.04 -0.01
H -7.7958 5.4621 2.5636 -0.08 0.11 -0.15
N -2.0652 0.8618 -3.1160 -0.15 -0.52 0.06
Cl 3.4498 -0.7243 -1.1846 0.13 0.24 0.07
H 7.6223 0.9108 1.9828 -0.01 -0.01 -0.01
H -2.4302 0.9653 -4.0599 0.07 0.29 -0.02
H -3.9588 2.5536 -2.6493 0.06 0.02 -0.01
H 5.7420 -2.9133 2.8941 0.02 -0.05 -0.10
H 5.2188 0.9229 1.6241 0.00 -0.14 0.01
H 4.7228 -3.7538 -1.1025 -0.02 0.01 0.23
O 3.7594 -5.4087 3.3242 0.02 -0.02 0.05
C 4.6994 -4.5214 3.9485 0.06 0.05 0.01
H 3.2013 -4.2689 -1.8067 0.01 0.02 -0.05
C 0.1685 0.5085 -3.8833 0.24 0.05 0.18
O -5.9286 3.2744 3.6614 0.14 -0.06 -0.56
H -6.8337 6.7747 1.8398 -0.02 0.00 -0.03
H 4.0129 -2.6155 3.1388 0.00 0.00 0.02
H -4.8147 5.0984 2.0471 0.02 0.01 -0.03
C 4.7657 -3.3810 2.9527 0.04 0.07 0.13
O -6.4523 2.5274 1.6017 0.56 0.17 -0.13
C -6.0825 1.1795 1.9492 -0.09 -0.07 0.10
H -5.0233 1.1806 2.2127 -0.03 -0.02 0.14
C 5.5496 1.0025 2.6559 0.02 0.10 -0.04
O 3.2020 -5.8298 1.1814 -0.03 -0.04 -0.05
C -4.0317 1.6835 -2.0091 -0.05 0.02 0.04
H -6.6519 0.8385 2.8125 -0.11 0.04 -0.04
C 0.4265 -1.8404 -2.4877 0.11 0.01 -0.07
C -4.2090 -0.5378 -0.3960 -0.09 0.17 0.05
C 3.7514 -5.1618 1.9959 0.02 0.03 0.05
H 0.5303 -2.7670 -1.9324 -0.07 0.00 0.03
H 3.1921 -3.2488 -0.3738 0.02 -0.10 0.04
C 6.4763 -0.3992 4.1731 0.00 0.01 -0.03
C -3.1723 -0.4384 -1.3183 0.14 0.11 0.04
H 2.4968 -3.2850 -3.5996 -0.01 -0.01 0.10
C 7.0284 1.3115 2.8054 -0.03 0.03 -0.09
H -0.9892 2.1044 -6.7965 -0.13 -0.05 -0.05
C -0.7555 -1.1195 -2.3914 0.02 0.12 0.13
C 2.7406 -2.2406 -3.4009 0.11 0.40 -0.11
H -5.9631 4.7695 0.7587 -0.09 -0.12 0.02
P -0.0902 2.0228 -4.7989 -0.84 -0.06 -0.62
C 1.4810 -1.4256 -3.2957 -0.15 -0.01 -0.01
C 3.7144 -2.1819 -2.1923 -0.01 -0.69 -0.36
C -3.0730 0.6827 -2.1385 -0.19 0.03 0.03
O 5.4482 -0.2710 3.3044 -0.10 0.05 -0.06
H -6.4518 6.1465 3.4458 -0.01 0.02 0.02
O 6.5745 -1.2800 4.9647 0.02 -0.07 0.03
```
Positions in Å, forces in eV/Å.

## Properties
SMILES string   CCC(=O)OCCc1ccc2c(c1)Sc1cc(C[C@H](C)Cl)cc([PH2]=N)c1N2.O=C1OCCO1.O=C1OCCO1
Net charge   0
Frontier orbital gap   0.28650 Eh

Mulliken atomic charge list, values in e, 4 entries: 0.41, -0.72, -0.76, -0.46

=====

Record 3
ORCA calculation (ωB97M-V/def2-TZVPD) on a molecular structure, C26H32CoN3O5S2Si in a non-equilibrium geometry.

The geometry in XYZ format:
```
70
Properties=species:S:1:pos:R:3:forces:R:3
H 4.5890 0.4831 -1.7150 0.07 0.07 0.06
C 1.0535 2.5034 -1.8968 -0.04 -0.01 -0.28
C 1.4171 3.0480 3.7114 -0.45 -0.21 0.29
H 2.6552 -5.5580 -0.6199 0.00 -0.05 0.05
S -2.7884 2.0804 -0.9961 -0.61 0.03 0.54
N -1.3795 2.0208 -3.2505 0.61 -0.25 0.12
H -4.5533 0.2944 4.3712 -0.08 -0.01 0.00
H -0.4840 1.7966 -3.6603 0.06 0.10 0.00
H 4.6238 0.8521 -4.1632 0.09 0.02 0.00
H -0.3423 1.4438 6.9940 -0.21 -0.04 0.10
N -0.2579 2.5595 -1.2992 0.08 -0.29 -0.03
C 2.6949 -0.4994 -1.7313 -0.11 -0.13 0.00
H 1.3084 1.4954 -2.2366 0.04 0.15 -0.05
H 1.1179 3.5909 2.8212 -0.09 0.08 -0.14
H 1.9690 2.1781 3.3742 0.06 -0.14 -0.01
C -1.3821 -3.1183 1.4158 -0.57 -1.09 0.79
H -2.4600 0.4194 -4.0485 -0.07 0.06 -0.01
C -0.9879 4.1500 5.2982 0.33 -0.60 -0.19
H -0.2890 2.4589 -0.2834 -0.11 0.05 -0.21
C -0.8981 -1.2086 -2.4918 0.67 -0.26 0.11
H -3.4158 1.7864 -3.4361 0.00 0.01 -0.12
C 0.4884 1.6617 6.3295 -0.23 0.27 -0.61
C 1.3452 -5.8577 -2.2933 -0.05 -0.15 -0.04
C -1.3350 1.1070 2.5240 0.02 0.17 -0.21
C -1.4181 1.5093 3.8673 0.12 0.16 0.11
C 1.6352 -0.9645 -2.5042 0.11 0.32 0.11
C -3.6424 0.5560 3.8547 -0.27 0.05 -0.04
C 3.7987 0.3307 -3.6984 0.11 0.09 -0.05
H 0.8744 -1.1685 -4.4866 -0.04 -0.04 -0.03
C 0.4563 -5.2517 -3.1642 0.04 -0.09 -0.08
H -0.3043 4.8086 5.8251 0.19 0.12 0.11
H 0.2594 -2.1536 0.0835 0.00 0.14 0.09
C 0.4622 -1.6705 -1.8412 -0.40 0.20 -0.21
H -2.5249 1.9446 -4.9776 -0.01 0.04 -0.01
H -2.6962 1.4123 5.5744 -0.09 0.03 0.14
H -0.0075 -5.8208 -3.9594 -0.03 -0.08 0.01
O -1.0839 -1.3359 -3.6988 -0.01 -0.18 -0.35
C 1.6562 -3.7586 -1.1775 0.00 -0.01 -0.12
H 2.6576 -0.6123 -0.6586 -0.05 -0.02 0.09
Co -1.5118 -0.2817 0.2138 0.38 -0.22 -0.18
O -2.0221 -2.0613 1.2618 -0.43 1.15 -0.53
H 2.1323 -3.1713 -0.4066 0.02 0.00 0.09
H -1.8139 3.9307 5.9674 -0.19 -0.09 0.13
C -2.5161 1.5073 -3.9784 -0.29 -0.21 -0.19
N -2.3778 0.5757 1.8610 -0.35 -0.13 0.59
C 2.7537 -0.1441 -4.4730 0.03 0.01 -0.04
C 1.9468 -5.1035 -1.2989 0.13 0.03 0.00
C -2.5940 1.1779 4.5228 0.14 0.07 -0.07
S 0.0758 1.1454 1.5561 0.56 -0.23 -0.41
H -1.9507 -3.9201 1.9666 0.27 0.25 -0.22
H 0.9903 0.7251 6.1086 0.09 -0.18 -0.11
H 1.1848 2.2945 6.8722 0.14 0.16 0.08
H 1.7776 2.7983 -1.1420 0.06 0.01 -0.01
C 1.6907 -0.8033 -3.8849 -0.05 0.01 -0.05
O -1.7150 -0.6855 -1.6932 -0.64 0.11 0.29
H -1.3891 4.6952 4.4497 -0.06 0.06 -0.22
H -4.3003 -0.1103 1.9032 -0.06 -0.11 0.04
O -0.2317 -3.3830 1.0675 0.77 0.01 -0.34
H -0.5475 -3.4392 -3.7126 -0.01 0.02 -0.02
C 0.7394 -3.1527 -2.0314 -0.14 -0.24 0.12
C 3.7708 0.1342 -2.3285 0.13 0.03 0.02
H 1.1166 3.1969 -2.7394 0.10 0.02 0.00
C -3.5060 0.3148 2.5006 -0.10 0.01 0.37
C -1.3903 2.1710 -1.9136 0.00 0.85 0.06
H 2.0882 3.6803 4.2867 0.02 0.16 0.29
Si -0.1006 2.5455 4.7377 0.24 0.39 0.46
O 0.4170 -1.3246 -0.4660 0.18 -0.47 -0.01
H 2.7604 -0.0034 -5.5445 0.03 0.01 -0.10
H 1.5576 -6.9155 -2.3810 0.05 -0.02 -0.02
C 0.1532 -3.9062 -3.0374 -0.09 0.01 0.01
```
Positions in Å, forces in eV/Å.

## Properties
Net charge   -1
2S+1   4
Frontier orbital gap (alpha / beta)   0.28185 / 0.28022 Eh

Mulliken atomic charge list, values in e, 4 entries: 0.40, -1.03, -1.06, 0.38

=====

- Among the records above, which one has the lowest net charge?
  C26H32BrCl4N4O2SbSe4Si2Zr

=====

- net charge of number 2 (C26H32ClN2O8PS)?
  0